# 1
Density functional theory data (wB97M-V/def2-TZVPD) for the molecule C4H9NO2.

Values from the calculation:
* LUMO: 1.00 eV
* energy above the lowest of the compared OMol25 structures with the same formula, charge and spin: 184.3 kJ/mol
* E_HOMO: -9.83 eV
* E: -363.0153 Ha
* HOMO-LUMO gap: 10.83 eV
* structure (SMILES): C/N=C/OCCO

Last column: Löwdin charge in e.
CARTESIAN COORDINATES (ANGSTROEM)
C1 0.079 2.043 1.271  -0.11
N1 -0.061 1.067 0.213  -0.02
C2 -1.158 0.444 0.114  -0.25
O1 -1.392 -0.563 -0.726  -0.05
C3 -0.267 -1.134 -1.424  -0.14
C4 0.900 -1.489 -0.494  -0.26
O2 1.965 -0.585 -0.592  -0.09
H1 0.840 1.685 1.973  0.08
H2 0.436 2.990 0.857  0.08
H3 -0.852 2.223 1.827  0.08
H4 -2.044 0.637 0.727  0.15
H5 -0.695 -2.019 -1.902  0.12
H6 0.091 -0.440 -2.195  0.13
H7 0.496 -1.552 0.529  0.12
H8 1.294 -2.477 -0.746  0.12
H9 1.547 0.274 -0.390  0.05

# 2
Density functional theory data (wB97M-V/def2-TZVPD) for a cluster of 3 separate species, C16H34BF3INO12P2 in total.

Values from the calculation:
* LUMO: 0.37 eV
* E_HOMO: -9.16 eV
* E: -2892.6763 Ha
* HOMO-LUMO gap: 9.53 eV
* structure (SMILES): CCOB(O)N(CCCI)C(=O)OCCC(F)=C(F)F.COP(=O)(OC)OC.COP(=O)(OC)OC

Last column: Löwdin charge in e.
CARTESIAN COORDINATES (ANGSTROEM)
C1 2.772 -1.585 1.317  -0.05
C2 3.025 -1.232 -0.152  -0.20
O1 2.023 -0.326 -0.636  0.08
B1 1.074 -0.846 -1.461  -0.72
O2 1.465 -1.495 -2.617  0.17
N1 -0.386 -0.680 -1.205  0.13
C3 -0.584 0.404 -0.205  -0.18
C4 -1.997 0.973 -0.158  -0.27
C5 -2.204 1.769 1.132  -0.62
I1 -2.092 0.548 2.878  0.85
C6 -0.812 -1.943 -0.721  -0.49
O3 -0.115 -2.591 0.020  0.18
O4 -1.988 -2.471 -1.155  0.02
C7 -3.071 -2.270 -0.226  -0.15
C8 -3.703 -3.599 0.232  -0.05
C9 -3.685 -3.677 1.733  -0.22
F1 -4.827 -3.429 2.408  0.07
C10 -2.589 -3.922 2.444  -0.33
F2 -2.369 -3.453 3.653  0.15
F3 -1.611 -4.644 1.930  0.15
H1 2.331 -2.574 1.428  0.07
H2 3.738 -1.601 1.825  0.07
H3 2.135 -0.838 1.784  0.08
H4 3.968 -0.684 -0.180  0.12
H5 3.149 -2.111 -0.782  0.12
H6 0.984 -2.319 -2.745  0.12
H7 -0.214 0.058 0.763  0.07
H8 0.071 1.223 -0.500  0.13
H9 -2.119 1.674 -0.987  0.12
H10 -2.783 0.230 -0.256  0.08
H11 -1.480 2.581 1.146  0.06
H12 -3.203 2.194 1.119  0.04
H13 -3.826 -1.621 -0.671  0.12
H14 -2.679 -1.754 0.650  0.08
H15 -3.236 -4.472 -0.216  0.13
H16 -4.763 -3.572 -0.023  0.12
C11 -3.836 0.173 -5.960  -0.10
O5 -2.827 0.724 -6.816  -0.24
P1 -1.366 1.026 -6.196  0.45
O6 -1.600 1.456 -4.798  -0.25
O7 -1.036 2.221 -7.211  -0.23
C12 -2.018 3.201 -7.528  -0.10
O8 0.131 0.480 -6.299  -0.21
C13 0.755 -0.039 -5.113  -0.10
H17 -4.643 -0.179 -6.599  0.09
H18 -3.454 -0.662 -5.378  0.08
H19 -4.214 0.946 -5.295  0.09
H20 -2.585 3.501 -6.646  0.09
H21 -2.688 2.827 -8.301  0.08
H22 -1.487 4.067 -7.918  0.09
H23 0.140 -0.784 -4.622  0.07
H24 0.972 0.777 -4.428  0.09
H25 1.693 -0.497 -5.418  0.09
C14 4.601 1.170 7.475  -0.10
O9 3.829 0.692 6.364  -0.24
P2 3.463 1.719 5.174  0.45
O10 3.266 3.038 5.819  -0.25
O11 2.113 0.969 4.761  -0.24
C15 1.202 0.492 5.746  -0.10
O12 3.821 1.981 3.635  -0.22
C16 4.421 3.230 3.271  -0.10
H26 4.942 0.298 8.028  0.09
H27 5.465 1.742 7.144  0.08
H28 3.975 1.783 8.119  0.09
H29 1.080 1.197 6.569  0.09
H30 1.537 -0.474 6.122  0.09
H31 0.242 0.354 5.254  0.04
H32 5.291 3.456 3.883  0.08
H33 3.688 4.028 3.359  0.09
H34 4.729 3.140 2.232  0.09

# 3
Density functional theory data (wB97M-V/def2-TZVPD) for a structure of composition C20H43N2P3SSm.

Values from the calculation:
* expectation value of S²: 8.77
* spin multiplicity: 6
* LUMO (spin up / spin down): -11.32 / -11.36 eV
* energy above the lowest of the compared OMol25 structures with the same formula, charge and spin: 0.0 kJ/mol
* E_HOMO (spin up / spin down): -16.97 / -16.97 eV
* charge: +3
* E: -2976.5415 Ha
* HOMO-LUMO gap (spin up / spin down): 5.65 / 5.61 eV

Last column: Löwdin charge in e.
CARTESIAN COORDINATES (ANGSTROEM)
Sm1 0.443 -0.052 -0.262  0.79
P1 -2.129 -0.770 1.050  0.71
P2 0.101 -1.994 -2.415  0.71
P3 -1.587 1.614 -1.574  0.69
H1 3.209 0.558 4.053  0.06
C1 2.507 1.401 4.054  -0.08
C2 1.246 1.264 4.494  -0.08
H2 0.865 0.302 4.860  0.05
C3 -2.043 -1.829 2.544  -0.27
C4 -3.237 -1.796 -0.002  -0.25
C5 -3.266 0.531 1.663  -0.25
C6 1.576 -1.965 -3.512  -0.26
C7 0.075 -3.772 -1.956  -0.26
C8 -1.259 -1.925 -3.643  -0.25
C9 -1.908 3.176 -0.667  -0.25
C10 -3.251 1.210 -2.211  -0.25
C11 -0.767 2.268 -3.080  -0.25
H3 2.878 2.354 3.661  0.04
H4 0.546 2.110 4.505  0.05
H5 -1.260 -1.453 3.217  0.04
H6 -1.812 -2.867 2.272  0.04
H7 -3.008 -1.802 3.067  0.07
H8 -2.725 -2.735 -0.258  0.04
H9 -3.485 -1.271 -0.933  0.02
H10 -4.161 -2.026 0.546  0.08
H11 -2.707 1.183 2.348  0.06
H12 -4.092 0.058 2.211  0.07
H13 -3.663 1.142 0.843  0.02
H14 1.400 -2.590 -4.399  0.07
H15 2.449 -2.342 -2.963  0.06
H16 1.781 -0.933 -3.828  0.05
H17 -0.082 -4.392 -2.850  0.08
H18 -0.735 -3.966 -1.240  0.03
H19 1.028 -4.053 -1.487  0.04
H20 -1.070 -2.661 -4.438  0.07
H21 -1.321 -0.920 -4.084  0.04
H22 -2.218 -2.152 -3.159  0.05
H23 -2.179 3.957 -1.390  0.07
H24 -1.005 3.481 -0.123  0.02
H25 -2.724 3.039 0.054  0.05
H26 -3.606 2.035 -2.845  0.08
H27 -3.959 1.059 -1.386  0.04
H28 -3.206 0.291 -2.811  0.04
H29 -1.363 3.108 -3.464  0.07
H30 -0.704 1.480 -3.843  0.04
H31 0.249 2.616 -2.846  0.03
C12 2.397 3.553 -0.136  -0.59
C13 3.035 3.883 -1.351  -0.06
C14 3.684 5.108 -1.484  -0.01
C15 3.716 6.014 -0.417  0.03
C16 3.109 5.677 0.798  -0.01
C17 2.454 4.459 0.945  -0.06
S1 1.502 2.120 0.029  0.77
H32 2.209 0.402 -0.314  -0.02
H33 3.002 3.171 -2.174  0.12
H34 4.172 5.359 -2.426  0.14
H35 4.215 6.978 -0.531  0.14
H36 3.147 6.371 1.639  0.14
H37 1.972 4.182 1.882  0.12
C18 1.240 -5.272 1.434  0.02
N1 1.076 -4.022 2.206  -0.15
C19 0.826 -4.107 3.659  0.02
C20 1.146 -2.873 1.618  -0.21
N2 1.137 -1.830 1.057  0.01
H38 1.116 -6.107 2.127  0.11
H39 2.242 -5.310 0.980  0.11
H40 0.489 -5.336 0.631  0.09
H41 1.597 -3.549 4.210  0.11
H42 -0.159 -3.684 3.909  0.09
H43 0.857 -5.162 3.939  0.11

# 4
Density functional theory data (wB97M-V/def2-TZVPD) for the molecule C4H7ClN2S.

Values from the calculation:
* LUMO: 0.38 eV
* energy above the lowest of the compared OMol25 structures with the same formula, charge and spin: 187.6 kJ/mol
* E_HOMO: -8.89 eV
* E: -1124.4316 Ha
* HOMO-LUMO gap: 9.27 eV
* structure (SMILES): C/N=C\C(Cl)=C/NS

Last column: Löwdin charge in e.
CARTESIAN COORDINATES (ANGSTROEM)
C1 1.012 -1.072 -1.062  -0.15
N1 0.685 0.264 -1.573  -0.01
C2 0.436 1.256 -0.808  -0.25
C3 0.388 1.265 0.651  -0.62
Cl1 1.240 2.588 1.521  0.59
C4 -0.289 0.412 1.443  -0.29
N2 -1.095 -0.625 1.031  -0.45
S1 -2.361 -0.356 -0.046  0.78
H1 1.618 -1.111 -0.141  0.08
H2 1.590 -1.566 -1.885  0.08
H3 0.128 -1.722 -0.923  0.05
H4 0.222 2.181 -1.429  0.13
H5 -0.238 0.478 2.538  0.12
H6 -1.524 -1.176 1.836  0.11
H7 -1.811 -0.815 -1.154  -0.16